[1]
{
  "formula": "C39H78O39",
  "method": "wB97M-V/def2-TZVPD",
  "elements": ["C", "O", "C", "O", "O", "C", "H", "H", "H", "H", "H", "H", "C", "O", "C", "O", "O", "C", "H", "H", "H", "H", "H", "H", "C", "O", "C", "O", "O", "C", "H", "H", "H", "H", "H", "H", "C", "O", "C", "O", "O", "C", "H", "H", "H", "H", "H", "H", "C", "O", "C", "O", "O", "C", "H", "H", "H", "H", "H", "H", "C", "O", "C", "O", "O", "C", "H", "H", "H", "H", "H", "H", "C", "O", "C", "O", "O", "C", "H", "H", "H", "H", "H", "H", "C", "O", "C", "O", "O", "C", "H", "H", "H", "H", "H", "H", "C", "O", "C", "O", "O", "C", "H", "H", "H", "H", "H", "H", "C", "O", "C", "O", "O", "C", "H", "H", "H", "H", "H", "H", "C", "O", "C", "O", "O", "C", "H", "H", "H", "H", "H", "H", "C", "O", "C", "O", "O", "C", "H", "H", "H", "H", "H", "H", "C", "O", "C", "O", "O", "C", "H", "H", "H", "H", "H", "H"],
  "positions_angstrom": [[-2.182, -0.637, 6.669], [-1.019, -1.424, 6.776], [-0.071, -1.162, 5.880], [-0.132, -0.257, 5.070], [1.007, -1.880, 6.153], [2.099, -1.811, 5.218], [-2.886, -0.967, 7.488], [-2.681, -0.949, 5.692], [-1.957, 0.463, 6.630], [2.842, -2.510, 5.615], [2.574, -0.797, 5.150], [1.783, -2.029, 4.285], [0.020, -4.964, -6.850], [0.576, -4.485, -5.633], [0.060, -3.370, -5.162], [-0.828, -2.746, -5.644], [0.808, -3.074, -4.094], [0.575, -1.816, -3.508], [0.602, -4.631, -7.699], [-0.996, -4.576, -7.039], [-0.060, -6.023, -6.715], [0.120, -2.015, -2.562], [-0.140, -1.217, -4.072], [1.507, -1.224, -3.471], [-1.137, 5.983, 1.172], [-0.149, 5.257, 2.020], [-0.511, 4.248, 2.740], [0.058, 3.814, 3.705], [-1.669, 3.702, 2.262], [-2.222, 2.683, 3.091], [-1.068, 6.954, 1.650], [-2.094, 5.489, 1.389], [-0.734, 5.994, 0.196], [-3.141, 2.373, 2.602], [-2.471, 3.111, 4.028], [-1.507, 1.827, 3.191], [-0.638, -5.614, -2.593], [-1.667, -4.633, -2.856], [-2.911, -5.109, -3.060], [-3.205, -6.245, -3.037], [-3.693, -4.066, -3.421], [-5.035, -4.479, -3.952], [0.276, -4.975, -2.541], [-0.530, -6.263, -3.470], [-0.805, -6.165, -1.741], [-5.107, -4.002, -4.894], [-5.865, -4.176, -3.194], [-4.898, -5.545, -4.046], [-3.402, -3.441, 4.577], [-3.880, -3.988, 3.351], [-2.932, -4.469, 2.507], [-1.747, -4.393, 2.656], [-3.620, -4.946, 1.495], [-2.912, -5.726, 0.489], [-3.689, -2.345, 4.613], [-2.262, -3.414, 4.676], [-3.815, -3.917, 5.483], [-2.794, -6.701, 0.990], [-2.005, -5.195, 0.088], [-3.681, -5.860, -0.271], [7.110, 1.563, 5.496], [5.728, 1.231, 5.673], [4.831, 2.127, 5.158], [5.099, 3.248, 4.703], [3.640, 1.650, 5.300], [2.513, 2.487, 5.044], [7.267, 2.090, 4.538], [7.605, 0.613, 5.529], [7.424, 2.313, 6.257], [1.584, 1.902, 5.002], [2.654, 3.046, 4.104], [2.481, 3.221, 5.888], [6.156, 0.103, 2.515], [6.261, -1.221, 1.867], [5.131, -1.956, 1.840], [4.147, -1.808, 2.475], [5.351, -3.011, 1.075], [4.181, -3.679, 0.580], [7.118, 0.589, 2.209], [5.946, -0.014, 3.562], [5.340, 0.733, 2.078], [3.508, -3.845, 1.451], [4.496, -4.589, 0.050], [3.615, -3.059, -0.147], [3.885, 3.932, -0.372], [5.084, 3.727, 0.426], [5.913, 2.801, -0.191], [5.643, 2.089, -1.147], [7.113, 2.670, 0.421], [7.215, 3.232, 1.742], [3.654, 2.939, -0.755], [4.176, 4.550, -1.234], [3.127, 4.309, 0.315], [6.259, 3.138, 2.257], [7.527, 4.236, 1.677], [8.033, 2.613, 2.177], [-6.124, 1.978, -5.287], [-5.140, 0.816, -5.558], [-4.790, 0.033, -4.525], [-5.213, 0.075, -3.407], [-3.870, -0.820, -4.918], [-3.411, -0.975, -6.323], [-6.680, 2.010, -6.172], [-5.467, 2.841, -5.132], [-6.678, 1.775, -4.330], [-2.713, -0.164, -6.552], [-4.282, -0.876, -6.974], [-2.866, -1.863, -6.326], [-5.870, -1.942, 1.516], [-5.397, -2.037, 0.087], [-4.096, -1.845, 0.076], [-3.350, -1.726, 0.993], [-3.723, -1.773, -1.237], [-2.250, -1.725, -1.524], [-5.588, -0.931, 1.800], [-5.398, -2.774, 2.068], [-6.925, -2.050, 1.390], [-1.807, -2.620, -1.086], [-1.881, -0.810, -0.986], [-2.167, -1.685, -2.581], [2.280, 6.745, -3.025], [2.394, 5.356, -3.299], [1.707, 4.574, -2.467], [1.101, 4.978, -1.456], [1.758, 3.295, -2.854], [1.076, 2.312, -2.149], [2.952, 7.219, -3.744], [2.576, 6.832, -1.973], [1.319, 7.151, -3.158], [0.172, 2.008, -2.700], [0.835, 2.705, -1.144], [1.691, 1.435, -2.127], [2.489, 1.453, 1.739], [1.413, 0.303, 1.667], [1.442, -0.517, 0.630], [2.182, -0.442, -0.352], [0.567, -1.467, 0.841], [-0.384, -1.362, 1.921], [2.989, 1.386, 2.706], [1.950, 2.375, 1.607], [3.249, 1.290, 0.924], [-0.005, -0.913, 2.814], [-0.631, -2.467, 2.068], [-1.323, -0.839, 1.624], [-2.440, 3.420, -5.538], [-2.636, 2.535, -4.424], [-2.608, 3.155, -3.261], [-2.578, 4.353, -3.155], [-2.570, 2.276, -2.264], [-2.409, 2.737, -0.926], [-1.569, 4.085, -5.313], [-3.219, 4.109, -5.702], [-2.227, 2.768, -6.398], [-1.392, 3.298, -0.834], [-2.307, 1.887, -0.301], [-3.132, 3.422, -0.625]],
  "multiplicity": 1,
  "total_energy_ev": -121556.971,
  "relative_energy_kcal_mol": 89.92
}


[2]
{
  "formula": "C39H80N4O19",
  "method": "wB97M-V/def2-TZVPD",
  "elements": ["C", "C", "O", "C", "O", "O", "H", "H", "H", "H", "C", "C", "O", "C", "O", "O", "H", "H", "H", "H", "C", "C", "O", "C", "O", "O", "H", "H", "H", "H", "C", "C", "O", "C", "O", "O", "H", "H", "H", "H", "C", "C", "C", "C", "C", "C", "N", "O", "C", "C", "C", "H", "H", "H", "H", "H", "H", "H", "H", "H", "H", "H", "H", "H", "H", "H", "H", "H", "H", "H", "C", "O", "C", "C", "N", "C", "C", "O", "C", "H", "H", "H", "H", "H", "H", "H", "H", "H", "H", "H", "H", "H", "H", "H", "C", "O", "C", "C", "N", "C", "C", "O", "C", "H", "H", "H", "H", "H", "H", "H", "H", "H", "H", "H", "H", "H", "H", "H", "C", "O", "C", "C", "N", "C", "C", "O", "C", "H", "H", "H", "H", "H", "H", "H", "H", "H", "H", "H", "H", "H", "H", "H"],
  "positions_angstrom": [[-3.004, 0.025, 0.298], [-3.578, -0.273, 1.693], [-4.290, -1.489, 1.478], [-4.392, -1.761, 0.143], [-5.018, -2.686, -0.267], [-3.639, -0.936, -0.572], [-1.934, -0.115, 0.178], [-3.219, 1.044, -0.020], [-4.320, 0.472, 1.989], [-2.902, -0.469, 2.517], [2.539, 0.529, 0.850], [1.228, 0.457, 1.612], [0.222, 0.764, 0.694], [0.721, 0.620, -0.530], [0.130, 0.917, -1.525], [2.041, 0.244, -0.474], [3.226, -0.177, 1.303], [2.928, 1.549, 0.901], [1.299, 1.208, 2.396], [1.123, -0.514, 2.094], [8.145, -2.872, 1.439], [7.820, -3.406, 0.052], [6.442, -3.075, -0.097], [6.177, -2.036, 0.728], [5.184, -1.383, 0.676], [7.216, -1.802, 1.548], [9.195, -2.590, 1.451], [7.968, -3.639, 2.195], [7.950, -4.470, -0.124], [8.463, -2.862, -0.645], [-0.991, 4.384, -0.181], [-2.189, 4.910, -1.041], [-3.316, 4.538, -0.244], [-2.916, 4.011, 0.889], [-3.630, 3.573, 1.747], [-1.579, 4.068, 1.068], [-0.246, 5.169, -0.041], [-0.523, 3.504, -0.628], [-2.192, 4.358, -1.976], [-2.106, 5.989, -1.149], [4.356, -3.530, -4.465], [3.318, -2.829, -3.585], [2.814, -1.647, -4.451], [1.529, -1.058, -3.913], [0.422, -2.113, -3.848], [0.868, -3.300, -2.979], [2.211, -3.767, -3.311], [2.664, -4.874, -2.576], [0.589, -3.027, -1.487], [-0.066, -4.467, -3.416], [4.019, -2.320, -2.324], [4.833, -4.310, -3.869], [5.119, -2.840, -4.831], [3.902, -3.961, -5.359], [3.560, -0.855, -4.388], [2.646, -1.995, -5.472], [1.141, -0.199, -4.464], [1.667, -0.740, -2.876], [0.142, -2.380, -4.873], [-0.525, -1.707, -3.484], [1.334, -2.451, -0.940], [-0.414, -2.600, -1.459], [0.544, -3.986, -0.962], [-1.106, -4.373, -3.098], [-0.019, -4.660, -4.489], [0.275, -5.427, -3.012], [4.813, -2.951, -1.915], [3.278, -1.994, -1.601], [4.688, -1.500, -2.622], [2.513, -5.600, -3.190], [-2.781, -5.086, 1.338], [-2.134, -4.306, 2.304], [-0.905, -3.833, 1.815], [-0.103, -3.081, 2.866], [-0.770, -1.774, 3.096], [-0.272, -1.180, 4.337], [-1.398, -0.400, 5.038], [-2.492, -1.228, 5.359], [-2.218, -2.242, 6.297], [-3.761, -5.440, 1.661], [-2.248, -6.046, 1.234], [-2.896, -4.621, 0.357], [-0.936, -3.305, 0.860], [-0.280, -4.738, 1.692], [0.904, -2.824, 2.536], [-0.080, -3.651, 3.800], [-1.757, -1.893, 3.310], [0.548, -0.463, 4.219], [0.059, -1.877, 5.119], [-1.740, 0.353, 4.320], [-1.039, 0.205, 5.878], [-3.047, -2.269, 7.011], [-1.288, -2.154, 6.857], [-2.280, -3.248, 5.866], [0.715, 4.149, 6.714], [1.120, 3.079, 5.887], [1.522, 3.511, 4.600], [2.781, 2.778, 4.168], [2.675, 1.341, 4.325], [3.965, 0.640, 4.305], [3.755, -0.867, 4.387], [3.508, -1.400, 5.675], [4.639, -1.288, 6.515], [1.570, 4.800, 6.929], [0.306, 3.778, 7.652], [-0.066, 4.759, 6.247], [1.532, 4.572, 4.338], [0.712, 3.208, 3.916], [3.649, 3.193, 4.706], [2.982, 2.981, 3.109], [2.173, 1.180, 5.193], [4.550, 0.996, 5.163], [4.485, 0.982, 3.408], [4.530, -1.461, 3.890], [2.863, -1.087, 3.791], [4.349, -1.721, 7.476], [4.941, -0.270, 6.768], [5.470, -1.892, 6.142], [-8.756, 6.016, -8.182], [-7.567, 6.168, -7.479], [-7.104, 4.994, -6.854], [-5.995, 5.347, -5.848], [-5.149, 4.218, -5.552], [-3.863, 4.581, -4.996], [-3.135, 3.319, -4.536], [-3.992, 2.669, -3.613], [-3.521, 1.420, -3.126], [-9.594, 5.752, -7.522], [-8.747, 5.233, -8.954], [-9.009, 6.945, -8.690], [-6.712, 4.370, -7.665], [-7.881, 4.427, -6.326], [-6.420, 5.836, -4.962], [-5.403, 6.111, -6.360], [-5.578, 3.561, -4.913], [-3.948, 5.221, -4.103], [-3.211, 5.167, -5.648], [-2.214, 3.494, -3.965], [-2.914, 2.668, -5.388], [-4.239, 1.062, -2.393], [-2.553, 1.540, -2.629], [-3.447, 0.697, -3.939]],
  "smiles": "CC1(C)CCCC(C)(C)N1O.COCCNCCOC.COCCNCCOC.COCCNCCOC.O=C1OCCO1.O=C1OCCO1.O=C1OCCO1.O=C1OCCO1",
  "multiplicity": 1,
  "total_energy_ev": -86597.191
}


[3]
{
  "formula": "C39H82Br3CoF3N5O3",
  "method": "wB97M-V/def2-TZVPD",
  "elements": ["Co", "C", "C", "N", "C", "C", "N", "C", "C", "H", "H", "H", "H", "H", "H", "H", "H", "H", "H", "H", "C", "C", "N", "C", "C", "N", "C", "C", "H", "H", "H", "H", "H", "H", "H", "H", "H", "H", "H", "C", "O", "O", "C", "F", "F", "F", "C", "C", "H", "H", "H", "H", "H", "H", "C", "Br", "Br", "Br", "H", "C", "C", "C", "C", "C", "C", "H", "H", "H", "H", "H", "H", "H", "H", "H", "H", "H", "H", "H", "H", "C", "C", "C", "C", "C", "C", "H", "H", "H", "H", "H", "H", "H", "H", "H", "H", "H", "H", "H", "H", "C", "C", "C", "C", "C", "C", "H", "H", "H", "H", "H", "H", "H", "H", "H", "H", "H", "H", "H", "H", "C", "C", "C", "O", "C", "N", "H", "H", "H", "H", "H", "H", "H", "H", "H", "H", "H"],
  "positions_angstrom": [[-2.179, 1.908, 4.289], [1.628, 4.178, -1.829], [0.089, 4.487, -1.902], [-0.435, 5.033, -0.668], [-0.652, 4.364, 0.507], [-1.289, 5.247, 1.366], [-1.478, 6.438, 0.757], [-0.907, 6.395, -0.486], [-2.046, 7.616, 1.422], [2.205, 5.089, -1.985], [1.806, 3.626, -2.752], [1.967, 3.747, -0.887], [-0.533, 3.721, -2.365], [-0.076, 5.272, -2.641], [-0.399, 3.351, 0.781], [-1.587, 5.072, 2.389], [-1.096, 7.163, -1.221], [-2.750, 7.396, 2.225], [-2.560, 8.094, 0.588], [-1.290, 8.243, 1.895], [-5.347, 1.821, -0.269], [-4.544, 3.163, -0.318], [-4.886, 4.062, 0.824], [-5.510, 5.254, 0.669], [-5.662, 5.771, 1.946], [-5.170, 4.873, 2.858], [-4.604, 3.874, 2.173], [-5.194, 5.078, 4.278], [-6.415, 1.938, -0.453], [-5.188, 1.330, 0.691], [-5.029, 1.161, -1.076], [-4.752, 3.649, -1.271], [-3.459, 3.067, -0.320], [-5.781, 5.639, -0.303], [-5.931, 6.764, 2.275], [-4.270, 2.933, 2.584], [-6.181, 5.324, 4.671], [-4.470, 5.878, 4.434], [-4.745, 4.265, 4.847], [-1.772, 0.598, 1.177], [-1.444, -0.547, 2.030], [-1.953, 1.685, 2.103], [-0.989, 0.871, -0.164], [-0.957, -0.147, -1.014], [-1.518, 1.878, -0.846], [0.315, 1.102, -0.039], [-1.458, -1.833, 1.465], [-0.957, -2.629, 2.648], [-1.388, -3.617, 2.487], [0.126, -2.743, 2.686], [-1.322, -2.362, 3.640], [-0.785, -1.914, 0.612], [-2.467, -2.216, 1.310], [-2.813, 0.356, 0.960], [-4.419, -5.449, 3.201], [-5.028, -5.917, 5.101], [-2.643, -6.218, 2.912], [-4.278, -3.492, 2.904], [-5.144, -5.722, 2.434], [-1.342, -4.868, -0.283], [-1.301, -5.868, -1.504], [0.111, -6.484, -1.638], [0.242, -7.800, -0.834], [1.675, -8.420, -0.827], [2.461, -8.101, 0.444], [-2.349, -4.466, -0.163], [-0.759, -3.980, -0.527], [-0.948, -5.121, 0.701], [-2.046, -6.649, -1.658], [-1.479, -5.229, -2.370], [0.891, -5.840, -1.232], [0.463, -6.720, -2.642], [-0.208, -7.715, 0.156], [-0.423, -8.554, -1.254], [1.501, -9.492, -0.742], [2.211, -8.273, -1.764], [2.837, -7.081, 0.516], [1.775, -8.267, 1.275], [3.386, -8.661, 0.307], [2.912, 0.585, -9.223], [2.190, 0.674, -7.838], [2.920, 1.534, -6.681], [2.166, 1.598, -5.340], [0.619, 1.514, -5.377], [-0.057, 1.225, -4.049], [3.453, 1.461, -9.579], [2.227, 0.232, -9.994], [3.554, -0.296, -9.209], [1.270, 1.183, -8.126], [1.885, -0.305, -7.469], [3.015, 2.573, -6.997], [3.904, 1.095, -6.515], [2.578, 0.753, -4.787], [2.496, 2.532, -4.887], [0.234, 2.432, -5.820], [0.332, 0.864, -6.204], [-0.461, 2.011, -3.411], [-0.793, 0.428, -4.151], [0.676, 0.646, -3.486], [2.971, -2.802, 0.347], [3.438, -1.289, 0.301], [4.725, -1.038, -0.544], [5.865, -2.026, -0.332], [7.066, -1.735, -1.314], [8.301, -2.552, -0.863], [1.943, -2.657, 0.679], [3.550, -3.264, 1.146], [2.978, -3.332, -0.606], [2.669, -0.665, -0.155], [3.468, -0.891, 1.315], [5.005, 0.000, -0.366], [4.521, -0.928, -1.609], [6.041, -1.777, 0.714], [5.395, -2.997, -0.489], [7.044, -2.005, -2.370], [7.432, -0.713, -1.209], [8.153, -3.587, -1.170], [9.216, -2.111, -1.259], [8.551, -2.525, 0.198], [-0.293, -0.931, 6.682], [-0.702, 0.226, 5.812], [0.507, 0.697, 4.913], [0.066, 1.991, 4.391], [1.088, 2.655, 3.689], [-1.802, -0.053, 4.939], [-0.328, -1.846, 6.091], [-1.078, -1.196, 7.390], [0.651, -0.908, 7.226], [-0.873, 1.014, 6.546], [0.854, -0.008, 4.157], [1.340, 0.899, 5.586], [1.591, 2.026, 2.955], [1.821, 3.051, 4.393], [0.681, 3.456, 3.073], [-1.645, -0.634, 4.128], [-2.413, -0.659, 5.466]],
  "multiplicity": 4,
  "total_energy_ev": -311241.838,
  "charge": 3,
  "s_squared": 3.758
}